Record 1
Molecular formula: C17H28INO5
Method: DFT, ωB97M-V/def2-TZVPD

Output
LUMO energy   -1.11 eV
Orbital gap   8.377 eV
Net charge   0
Relative energy (zero: lowest compared OMol25 entry of this formula, charge and spin)   0.662 eV
Molar mass   453.3 g/mol
SMILES string   [H]/N=C\CC1=CC(=O)C(CCCI)=C(O)C1=O.CC(C)O.CC(C)O
E_HOMO   -0.3488 hartree

Atoms and positions in Å:
N  0.61  -0.83  -1.40
C  1.48  0.06  -1.22
C  1.51  1.38  -1.96
C  0.59  2.31  -1.22
C  -0.49  2.89  -1.72
C  -1.32  3.72  -0.80
O  -1.79  4.79  -1.14
C  -1.45  3.18  0.58
C  -2.70  3.26  1.41
C  -3.97  3.73  0.71
C  -4.75  2.60  0.05
I  -4.31  2.29  -2.03
C  -0.34  2.63  1.07
O  -0.24  2.13  2.32
C  0.88  2.54  0.22
O  2.01  2.64  0.68
H  -0.06  -0.54  -2.12
H  2.24  -0.15  -0.47
H  2.51  1.79  -1.93
H  1.17  1.21  -2.97
H  -0.78  2.78  -2.75
H  -2.90  2.25  1.77
H  -2.49  3.84  2.31
H  -4.64  4.11  1.48
H  -3.81  4.55  0.03
H  -4.60  1.66  0.55
H  -5.80  2.86  0.07
H  0.68  1.93  2.51
C  4.61  -3.21  -1.14
C  3.70  -4.12  -1.95
C  3.80  -3.81  -3.44
O  2.35  -3.99  -1.51
H  4.31  -2.17  -1.27
H  4.53  -3.45  -0.07
H  5.65  -3.32  -1.44
H  3.97  -5.16  -1.78
H  3.48  -2.78  -3.64
H  3.14  -4.47  -4.01
H  4.82  -3.93  -3.81
H  2.08  -3.08  -1.65
C  -0.89  -1.90  3.93
C  -1.66  -2.03  2.63
C  -0.74  -2.16  1.43
O  -2.52  -0.89  2.45
H  -0.26  -1.01  3.91
H  -1.57  -1.80  4.77
H  -0.25  -2.77  4.10
H  -2.32  -2.89  2.68
H  -0.11  -1.27  1.33
H  -1.31  -2.25  0.51
H  -0.09  -3.04  1.52
H  -1.96  -0.11  2.41

---

Record 2
Molecular formula: C4H4NO5
Method: DFT, ωB97M-V/def2-TZVPD

Output
LUMO energy   3.30 eV
Orbital gap   8.116 eV
Net charge   -1
Relative energy (zero: lowest compared OMol25 entry of this formula, charge and spin)   3.047 eV
Molar mass   146.1 g/mol
E_HOMO   -0.1769 hartree

Atoms and positions in Å:
C  1.85  1.03  -0.31
C  -3.28  0.59  -0.03
C  1.01  0.58  -1.28
C  -1.76  0.32  0.18
N  -1.43  -0.26  1.33
O  1.32  0.84  1.03
O  -3.70  1.68  0.24
O  3.01  1.29  -0.37
O  -3.86  -0.42  -0.38
O  -0.98  0.61  -0.71
H  0.66  0.88  -2.29
H  -0.51  -0.48  1.58
H  -2.18  -0.25  2.07
H  2.04  1.09  1.65

---

Record 3
Molecular formula: C10H34N2O8
Method: DFT, ωB97M-V/def2-TZVPD

Output
LUMO energy (alpha / beta)   -3.09 / -7.27 eV
Orbital gap (alpha / beta)   10.299 / 6.112 eV
Net charge   +1
Relative energy (zero: lowest compared OMol25 entry of this formula, charge and spin)   0.000 eV
Molar mass   310.4 g/mol
E_HOMO (alpha / beta)   -0.4919 / -0.4919 hartree
Spin multiplicity   2

Atoms and positions in Å:
N  0.16  -0.16  0.36
H  -0.72  -0.30  0.83
H  0.41  0.80  0.56
H  0.19  -0.37  -0.63
H  0.84  -0.82  0.72
N  0.08  -3.05  3.39
O  0.75  -2.17  2.85
O  0.17  -4.17  2.96
O  -0.63  -2.80  4.38
C  -3.38  -2.42  -0.29
O  -3.64  -2.76  1.07
H  -3.85  -3.16  -0.93
H  -3.99  -1.57  -0.60
H  -2.30  -2.35  -0.47
H  -3.56  -3.71  1.19
C  4.49  -1.89  0.48
C  3.32  -0.92  0.55
C  3.74  0.32  -0.29
O  2.31  -1.57  -0.10
H  5.41  -1.42  0.83
H  4.78  -2.25  -0.51
H  4.36  -2.83  1.02
H  2.97  -0.67  1.55
H  4.29  -0.11  -1.13
H  4.47  0.92  0.27
H  2.88  0.82  -0.74
H  2.21  -2.42  0.33
C  -1.85  -0.42  -3.69
C  -0.49  0.06  -3.26
C  -0.56  1.43  -2.64
O  0.18  -0.73  -2.37
H  -1.81  -1.23  -4.43
H  -2.35  0.40  -4.21
H  -2.50  -0.55  -2.83
H  0.21  0.01  -4.10
H  0.39  1.73  -2.20
H  -1.34  1.48  -1.87
H  -0.90  2.21  -3.32
H  0.41  -1.56  -2.81
C  -0.34  4.25  0.24
C  -0.33  3.36  1.48
C  -1.68  2.77  1.70
O  0.54  2.30  1.25
H  -0.95  5.11  0.52
H  -0.77  3.86  -0.68
H  0.68  4.56  0.00
H  -0.05  3.88  2.40
H  -1.57  2.18  2.61
H  -2.08  2.06  0.98
H  -2.42  3.55  1.87
H  1.28  2.50  1.82
O  -2.14  -0.64  1.77
H  -2.75  -1.36  1.61
H  -2.54  -0.15  2.49

---

Record 4
Molecular formula: C11H9AsBF6NO2PPdS5
Method: DFT, ωB97M-V/def2-TZVPD

Output
LUMO energy (alpha / beta)   4.21 / 3.92 eV
Orbital gap (alpha / beta)   6.631 / 6.284 eV
Net charge   -2
Relative energy (zero: lowest compared OMol25 entry of this formula, charge and spin)   1.469 eV
Molar mass   684.6 g/mol
E_HOMO (alpha / beta)   -0.0890 / -0.0869 hartree
Spin multiplicity   2

Atoms and positions in Å:
Pd  1.79  -0.19  0.54
S  5.56  1.36  1.57
As  4.69  -0.50  0.96
S  3.26  -1.40  2.29
S  3.61  -0.46  -0.93
S  6.68  -1.27  0.81
O  1.45  2.47  -0.81
B  1.19  1.07  -0.84
O  0.40  0.80  -1.98
C  0.20  1.98  -2.62
C  -0.50  2.24  -3.77
C  -0.55  3.57  -4.21
C  0.09  4.58  -3.50
C  0.80  4.31  -2.33
C  0.84  3.00  -1.91
H  -0.99  1.44  -4.31
H  -1.09  3.81  -5.11
H  0.04  5.60  -3.86
H  1.30  5.08  -1.77
F  -1.62  -2.08  -0.41
P  -1.12  -3.57  -0.84
F  -0.64  -5.07  -1.21
F  0.16  -2.95  -1.56
F  -2.00  -3.49  -2.19
F  -2.41  -4.19  -0.04
F  -0.26  -3.66  0.56
S  0.34  0.89  2.03
C  -0.80  -0.17  2.66
N  -0.91  -1.45  2.21
C  -1.84  -2.34  2.64
C  -2.72  -2.00  3.62
C  -2.64  -0.69  4.14
C  -1.72  0.20  3.68
H  -0.30  -1.75  1.45
H  -1.82  -3.29  2.12
H  -3.46  -2.70  3.95
H  -3.33  -0.38  4.92
H  -1.66  1.21  4.06

---

Record 5
Molecular formula: C4H10N3
Method: DFT, ωB97M-V/def2-TZVPD

Output
LUMO energy   -3.96 eV
Orbital gap   8.630 eV
Net charge   +1
Relative energy (zero: lowest compared OMol25 entry of this formula, charge and spin)   5.565 eV
Molar mass   100.1 g/mol
E_HOMO   -0.4626 hartree

Atoms and positions in Å:
C  -0.50  0.49  1.56
C  -0.76  -0.92  1.45
C  -0.99  -1.32  -0.02
C  0.60  1.79  -0.89
N  -0.27  1.49  2.18
N  -0.25  0.67  -0.74
N  0.13  -0.67  -0.87
H  -0.02  -1.50  1.94
H  -1.75  -1.23  1.84
H  -0.89  -2.40  -0.09
H  -2.07  -1.06  -0.35
H  1.65  1.59  -0.41
H  0.86  1.95  -1.96
H  0.13  2.76  -0.57
H  -0.25  2.38  1.70
H  0.97  -1.16  -0.55
H  0.04  -0.87  -1.96

---

Record 6
Molecular formula: C4H11NO2
Method: DFT, ωB97M-V/def2-TZVPD

Output
LUMO energy   0.75 eV
Orbital gap   9.672 eV
Net charge   0
Relative energy (zero: lowest compared OMol25 entry of this formula, charge and spin)   1.708 eV
Molar mass   105.1 g/mol
SMILES string   CC=O.NCCO
E_HOMO   -0.3278 hartree

Atoms and positions in Å:
C  1.12  -0.55  -0.89
C  1.51  -0.01  0.58
N  1.54  1.42  0.72
O  0.27  -1.68  -0.80
H  0.18  -2.08  -1.66
H  2.24  1.83  0.11
H  0.63  1.81  0.48
H  0.69  0.26  -1.50
H  2.06  -0.84  -1.37
H  0.77  -0.42  1.26
H  2.49  -0.42  0.85
C  -2.04  -0.26  0.85
C  -1.76  0.58  -0.35
O  -1.22  1.66  -0.34
H  -2.15  0.16  -1.30
H  -3.11  -0.47  0.92
H  -1.69  0.22  1.76
H  -1.53  -1.21  0.71